22
Properties=species:S:1:pos:R:3:forces:R:3:mulliken_charge:R:1 method="wB97M-V/def2-TZVPD" e_above_lowest_kcal_mol=25.8 e_tot_ev=-13491.3089 homo_energy_ev=-8.399 max_force_ev_per_a=1.47
C -0.088 5.655 1.323 -0.11 0.05 0.46 -0.752
N -0.055 4.879 0.099 0.50 -0.59 -0.41 -0.570
C 0.668 3.834 0.080 -0.65 0.93 0.12 0.336
O 1.386 3.412 1.162 0.20 -0.10 0.37 -0.427
C 2.009 2.173 0.869 0.29 -0.19 -0.07 -0.388
C 1.622 1.882 -0.552 -1.35 0.58 0.11 0.331
N 1.988 0.689 -1.143 0.57 -0.48 -0.58 -0.487
C 0.824 2.874 -1.011 0.84 -0.38 0.05 0.571
C 0.181 3.041 -2.347 -0.20 0.02 -0.19 -1.304
H -0.220 5.016 2.213 0.06 0.20 -0.21 0.260
H 0.841 6.232 1.472 -0.24 -0.18 -0.10 0.253
H -0.927 6.363 1.289 0.27 -0.18 -0.07 0.299
H 3.100 2.268 0.979 -0.24 -0.01 0.00 0.215
H 1.654 1.406 1.573 0.05 0.13 -0.12 0.274
H 1.723 -0.153 -0.644 0.15 0.25 -0.03 0.211
H 1.794 0.608 -2.135 -0.22 0.07 0.31 0.203
H -0.816 2.575 -2.359 0.21 0.13 -0.03 0.246
H 0.045 4.106 -2.589 0.09 -0.38 0.18 0.340
H 0.780 2.580 -3.143 -0.14 0.09 0.16 0.408
O 5.267 1.177 -2.046 -0.73 -0.84 0.22 -0.655
H 4.538 0.542 -1.838 0.75 0.95 -0.20 0.324
H 4.831 1.964 -2.386 -0.08 -0.06 0.05 0.312